A cluster of 2 separate species, C3H12N3O in total in a non-equilibrium geometry, computed with wB97M-V/def2-TZVPD.

Output
Gap between HOMO and LUMO in eV: 10.4
HOMO energy in hartree: -0.4948
Calculated total energy in Ha: -360.78683
Energy above the lowest of the compared OMol25 structures with the same formula, charge and spin in kcal/mol: 30.1
Max |F| in eV/A: 1.18

```
! wB97M-V def2-TZVPD RIJCOSX def2/J DEFGRID3
* xyz 1 1
C 2.2044 0.3475 2.8732
O 2.2891 0.0790 1.4627
H 2.7404 0.8424 1.0861
H 1.7931 1.3336 3.0810
H 3.1956 0.2347 3.3135
H 1.5258 -0.3622 3.3268
C 0.7095 0.2538 -1.2382
C -1.6943 -0.3860 -1.2166
N -2.0555 0.6528 -0.4561
N -0.4391 -0.6131 -1.5388
N -2.6590 -1.1718 -1.7117
H -1.3081 1.2216 -0.0840
H -2.8937 0.5949 0.1025
H -0.2454 -1.4118 -2.1266
H -2.4254 -2.0967 -2.0334
H -3.6283 -0.9902 -1.4982
H 1.5353 -0.3816 -0.9627
H 0.5200 0.8596 -0.3526
H 0.8356 0.9932 -2.0269
*
```